No. 1
Computed, not measured: a structure of composition C37H43ClN5O2STi, with wB97M-V/def2-TZVPD.

The geometry in XYZ format:
```
90
Properties=species:S:1:pos:R:3:lowdin_charge:R:1
Ti -0.07 -0.19 -0.10 0.99
C 1.71 2.21 2.58 -0.04
C 2.68 2.15 1.44 -0.22
C 4.05 2.26 1.64 -0.06
C 4.94 2.24 0.58 -0.09
C 4.45 2.14 -0.71 -0.06
C 3.09 2.02 -0.96 -0.20
C 2.57 2.01 -2.37 -0.02
C 2.21 1.99 0.13 -0.22
N 0.82 1.78 -0.07 0.01
C -0.02 2.83 -0.08 -0.29
C 0.45 4.25 -0.12 -0.02
C -1.39 2.52 0.00 -0.28
C -2.42 3.62 0.01 -0.02
N -1.71 1.23 0.08 0.02
C -3.07 0.86 0.31 -0.24
C -3.92 0.61 -0.77 -0.22
C -3.46 0.85 -2.18 -0.03
C -5.21 0.16 -0.50 -0.05
C -5.65 -0.01 0.80 -0.08
C -4.81 0.29 1.86 -0.05
C -3.51 0.72 1.63 -0.22
C -2.57 1.02 2.77 -0.03
H 2.23 2.10 3.54 0.08
H 0.96 1.42 2.48 0.05
H 1.18 3.16 2.59 0.08
H 4.42 2.37 2.66 0.10
H 6.00 2.32 0.75 0.09
H 5.14 2.14 -1.55 0.10
H 3.31 1.60 -3.06 0.08
H 2.34 3.03 -2.70 0.09
H 1.65 1.44 -2.46 0.05
H 1.53 4.31 -0.08 0.08
H 0.04 4.83 0.71 0.08
H 0.12 4.75 -1.04 0.08
H -2.31 4.25 0.90 0.08
H -3.43 3.22 0.01 0.08
H -2.30 4.27 -0.85 0.08
H -2.42 0.56 -2.32 0.06
H -3.55 1.91 -2.43 0.08
H -4.08 0.29 -2.88 0.08
H -5.86 -0.09 -1.33 0.11
H -6.64 -0.41 0.99 0.10
H -5.15 0.15 2.88 0.11
H -2.97 0.61 3.70 0.08
H -2.43 2.09 2.90 0.08
H -1.59 0.58 2.59 0.05
N -5.76 -4.13 -2.03 0.01
C -5.27 -3.91 -0.73 -0.86
S -6.22 -4.41 0.58 0.47
C -4.01 -3.28 -0.63 -0.28
C -3.44 -2.90 0.62 -0.05
C -2.29 -2.17 0.67 -0.15
N -1.59 -1.75 -0.43 -0.04
C -2.08 -2.18 -1.62 -0.15
C -3.22 -2.92 -1.76 -0.03
H -6.74 -4.37 -2.02 0.05
H -5.53 -3.42 -2.70 0.06
H -3.95 -3.17 1.54 0.08
H -1.88 -1.86 1.62 0.09
H -1.51 -1.90 -2.50 0.09
H -3.48 -3.24 -2.76 0.09
Cl 3.43 -3.78 -6.95 0.64
C 2.73 -2.95 -5.59 -0.67
C 1.57 -2.21 -5.78 -0.10
C 1.02 -1.55 -4.70 0.00
C 1.61 -1.63 -3.45 -0.12
C 2.77 -2.38 -3.28 0.00
C 3.34 -3.04 -4.35 -0.10
C 1.01 -0.92 -2.28 -0.62
O 1.55 -1.04 -1.14 -0.07
O -0.01 -0.21 -2.43 -0.06
H 1.11 -2.16 -6.76 0.10
H 0.11 -0.96 -4.80 0.12
H 3.22 -2.43 -2.29 0.12
H 4.24 -3.63 -4.24 0.10
C 0.46 -1.40 3.77 -0.06
C 1.04 -1.65 2.38 -0.70
C 0.81 -3.12 1.98 -0.05
C 2.55 -1.38 2.38 -0.04
N 0.39 -0.79 1.42 -0.10
H 0.89 -2.10 4.50 0.08
H -0.62 -1.54 3.76 0.07
H 0.67 -0.38 4.10 0.07
H 1.37 -3.79 2.65 0.08
H 1.15 -3.28 0.96 0.08
H -0.25 -3.38 2.04 0.07
H 3.06 -2.00 3.11 0.08
H 2.75 -0.33 2.61 0.06
H 2.96 -1.59 1.39 0.08
```

Values from the calculation:
⟨S²⟩ = 2.02
gap between HOMO and LUMO (spin up / spin down) = 0.1816 / 0.2578 hartree
total charge = -1
spin multiplicity = 3
energy above the lowest of the compared OMol25 structures with the same formula, charge and spin = 0.0 kcal/mol



No. 2
Computed, not measured: a structure of composition C23H20BrCl3N2O8STi, with wB97M-V/def2-TZVPD.

The geometry in XYZ format:
```
59
Properties=species:S:1:pos:R:3:lowdin_charge:R:1
Ti -0.57 0.68 -0.72 1.07
Br 1.54 2.72 0.15 0.94
C 0.52 3.09 1.71 -0.55
C 1.10 3.88 2.66 -0.13
C 0.38 4.22 3.82 -0.08
C -0.89 3.76 3.98 -0.03
C -1.50 2.94 3.00 -0.15
C -2.83 2.48 3.18 -0.03
C -3.43 1.70 2.25 -0.05
C -2.71 1.32 1.09 -0.09
C -1.42 1.71 0.86 -0.17
C -0.79 2.56 1.83 -0.19
H 2.11 4.25 2.51 0.10
H 0.84 4.84 4.57 0.10
H -1.47 4.02 4.86 0.11
H -3.36 2.78 4.08 0.11
H -4.45 1.36 2.38 0.11
H -3.24 0.70 0.37 0.10
C 3.56 -6.02 1.34 -0.05
C 2.64 -4.83 1.32 -0.26
C 2.84 -3.80 0.41 -0.03
C 1.98 -2.72 0.36 -0.06
C 0.91 -2.66 1.25 -0.27
C 0.69 -3.67 2.17 -0.04
C 1.56 -4.75 2.20 -0.03
S -0.19 -1.30 1.16 0.65
O -1.09 -1.41 2.27 -0.26
O 0.64 -0.07 1.00 -0.39
N -0.86 -1.26 -0.27 -0.27
C -2.09 -1.90 -0.66 -0.13
C -2.66 -1.01 -1.76 -0.55
O -3.59 -1.32 -2.46 0.11
O -2.01 0.15 -1.85 -0.13
H 4.59 -5.73 1.16 0.08
H 3.28 -6.74 0.57 0.09
H 3.51 -6.54 2.30 0.08
H 3.68 -3.84 -0.27 0.11
H 2.14 -1.91 -0.34 0.05
H -0.14 -3.60 2.86 0.11
H 1.40 -5.54 2.93 0.11
H -2.81 -1.97 0.16 0.13
H -1.94 -2.90 -1.07 0.13
Cl 3.92 -0.68 -1.97 0.64
C 2.69 -0.81 -3.23 -1.49
Cl 1.98 -2.45 -3.21 0.65
Cl 3.44 -0.51 -4.80 0.62
C 1.50 0.17 -2.95 -0.73
O 1.02 0.75 -3.93 -0.01
O 1.14 0.19 -1.75 -0.17
N -0.31 2.99 -4.28 0.16
C -1.72 3.13 -3.82 -0.04
C -1.79 2.82 -2.32 -0.61
O -2.80 3.09 -1.73 0.12
O -0.70 2.27 -1.89 -0.22
H 0.28 3.68 -3.82 0.17
H -0.22 3.10 -5.29 0.16
H 0.11 2.05 -4.00 0.09
H -2.33 2.39 -4.34 0.15
H -2.08 4.13 -4.04 0.13
```

Values from the calculation:
gap between HOMO and LUMO = 0.2845 hartree
total charge = 0
energy above the lowest of the compared OMol25 structures with the same formula, charge and spin = 0.0 kcal/mol



> Which formula does entry 2 have?

C23H20BrCl3N2O8STi



What did the second record say?
Computed, not measured: a structure of composition C23H20BrCl3N2O8STi, with wB97M-V/def2-TZVPD.

The geometry in XYZ format:
```
59
Properties=species:S:1:pos:R:3:lowdin_charge:R:1
Ti -0.57 0.68 -0.72 1.07
Br 1.54 2.72 0.15 0.94
C 0.52 3.09 1.71 -0.55
C 1.10 3.88 2.66 -0.13
C 0.38 4.22 3.82 -0.08
C -0.89 3.76 3.98 -0.03
C -1.50 2.94 3.00 -0.15
C -2.83 2.48 3.18 -0.03
C -3.43 1.70 2.25 -0.05
C -2.71 1.32 1.09 -0.09
C -1.42 1.71 0.86 -0.17
C -0.79 2.56 1.83 -0.19
H 2.11 4.25 2.51 0.10
H 0.84 4.84 4.57 0.10
H -1.47 4.02 4.86 0.11
H -3.36 2.78 4.08 0.11
H -4.45 1.36 2.38 0.11
H -3.24 0.70 0.37 0.10
C 3.56 -6.02 1.34 -0.05
C 2.64 -4.83 1.32 -0.26
C 2.84 -3.80 0.41 -0.03
C 1.98 -2.72 0.36 -0.06
C 0.91 -2.66 1.25 -0.27
C 0.69 -3.67 2.17 -0.04
C 1.56 -4.75 2.20 -0.03
S -0.19 -1.30 1.16 0.65
O -1.09 -1.41 2.27 -0.26
O 0.64 -0.07 1.00 -0.39
N -0.86 -1.26 -0.27 -0.27
C -2.09 -1.90 -0.66 -0.13
C -2.66 -1.01 -1.76 -0.55
O -3.59 -1.32 -2.46 0.11
O -2.01 0.15 -1.85 -0.13
H 4.59 -5.73 1.16 0.08
H 3.28 -6.74 0.57 0.09
H 3.51 -6.54 2.30 0.08
H 3.68 -3.84 -0.27 0.11
H 2.14 -1.91 -0.34 0.05
H -0.14 -3.60 2.86 0.11
H 1.40 -5.54 2.93 0.11
H -2.81 -1.97 0.16 0.13
H -1.94 -2.90 -1.07 0.13
Cl 3.92 -0.68 -1.97 0.64
C 2.69 -0.81 -3.23 -1.49
Cl 1.98 -2.45 -3.21 0.65
Cl 3.44 -0.51 -4.80 0.62
C 1.50 0.17 -2.95 -0.73
O 1.02 0.75 -3.93 -0.01
O 1.14 0.19 -1.75 -0.17
N -0.31 2.99 -4.28 0.16
C -1.72 3.13 -3.82 -0.04
C -1.79 2.82 -2.32 -0.61
O -2.80 3.09 -1.73 0.12
O -0.70 2.27 -1.89 -0.22
H 0.28 3.68 -3.82 0.17
H -0.22 3.10 -5.29 0.16
H 0.11 2.05 -4.00 0.09
H -2.33 2.39 -4.34 0.15
H -2.08 4.13 -4.04 0.13
```

Values from the calculation:
gap between HOMO and LUMO = 0.2845 hartree
total charge = 0
energy above the lowest of the compared OMol25 structures with the same formula, charge and spin = 0.0 kcal/mol



> energy above the lowest of the compared OMol25 structures with the same formula, charge and spin of number 2 (C23H20BrCl3N2O8STi)?

0.0 kcal/mol



> What is the formula in the second record?

C23H20BrCl3N2O8STi